Molecular formula: C20H23N3O5S
Method: DFT, wB97M-V/def2-TZVPD

Last column: Mulliken charge in e.
CARTESIAN COORDINATES (ANGSTROEM)
C  -0.63528  0.27816  -6.22752  -0.764
H  -0.24186  1.27640  -6.44583  0.343
C  -2.68852  -0.48785  -1.73319  -0.183
C  2.25443  0.12208  5.57093  0.777
C  0.78097  1.78382  2.50278  -0.583
N  0.64992  0.90693  0.16537  -0.041
S  -1.51083  -1.11979  -4.14235  1.434
H  1.21815  1.84094  7.37840  0.367
H  1.46032  2.04032  5.05981  0.439
C  -2.71361  0.00092  -0.44250  -0.931
H  -3.57907  -0.87219  -2.20517  0.563
H  1.62927  1.00504  -0.04470  0.194
O  3.09614  -2.02538  6.00942  -0.407
C  2.29029  1.62079  7.41496  -0.917
C  3.37639  -3.34362  5.61039  -0.926
H  2.61178  1.57204  8.45405  0.230
C  2.23316  -1.50008  3.79029  -0.790
C  -1.57367  -0.17614  -7.34752  -0.422
H  -1.08058  -0.12074  -8.31949  0.377
H  0.59284  -0.14011  -2.56424  0.436
C  -3.43433  0.65183  -6.22236  -0.502
C  -0.29717  -0.08041  -1.95981  -1.042
H  2.43266  -2.48777  3.40727  0.380
H  1.42986  -0.85245  1.92958  0.405
N  -1.24174  0.97608  1.33408  -0.827
H  -3.10182  1.00074  -4.10660  0.345
C  0.03349  1.22689  1.34855  0.137
C  2.53716  -1.18128  5.10040  1.016
O  -2.70256  0.66711  -7.42995  -0.420
O  -2.77427  -1.74931  -4.41587  -0.695
H  2.46894  -3.87391  5.30292  0.366
C  -1.51476  0.45360  0.09879  0.708
C  1.66188  -0.55917  2.94164  -0.956
H  -3.62103  0.03043  0.13752  0.447
H  4.10705  -3.37229  4.79491  0.361
H  2.84233  2.41701  6.90390  0.354
H  0.08887  2.38593  3.09273  0.359
H  -1.88972  -1.21116  -7.14907  0.310
C  -1.50382  -0.51926  -2.46287  -0.039
N  -1.34067  0.34500  -4.96118  0.003
H  3.79829  -3.83169  6.48744  0.230
H  -4.27908  1.32678  -6.37040  0.378
C  -2.56533  1.11662  -5.04857  -0.657
H  1.58194  2.43523  2.13677  0.336
C  -0.31669  0.40281  -0.66424  0.301
H  0.18495  -0.42751  -6.10162  0.435
O  -0.31424  -1.87146  -4.38777  -0.765
H  -3.79850  -0.36332  -6.01444  0.333
C  1.68419  1.04379  4.71316  -0.279
C  1.38233  0.71437  3.39222  -0.161
H  -2.28703  2.16761  -5.18174  0.365
O  2.57858  0.35763  6.87076  -0.422

The value obtained for the HOMO energy is -8.2072 eV. The structure (SMILES) is COc1ccc(Cc2nc3ccc(S(=O)(=O)N4CCOCC4)cc3[nH]2)cc1OC. The calculation puts the LUMO energy at 0.50 eV. For the relative energy (zero: lowest compared OMol25 entry of this formula, charge and spin), the calculation gives 255.7 kJ/mol.



Molecular formula: C31H29BrN3O7PS3Tc
Method: DFT, wB97M-V/def2-TZVPD

Last column: Mulliken charge in e.
CARTESIAN COORDINATES (ANGSTROEM)
C  -0.56058  4.49791  -3.18345  -0.184
O  0.42416  1.86974  -4.67660  -0.271
O  2.63948  2.41472  -3.83056  -0.404
H  -0.46405  5.34999  -2.46394  0.333
H  0.01903  -6.28099  0.25664  0.140
S  -2.07128  -0.90116  1.20202  -0.498
O  0.85644  1.26410  0.78583  -0.194
P  1.14035  2.42520  -3.41567  0.351
H  -1.76830  2.57070  4.60942  0.375
C  -4.46572  2.06061  2.60246  0.784
C  1.03038  -4.06643  -0.72295  -0.667
C  -4.09894  0.91541  1.90541  -1.154
C  3.37771  -2.63138  5.20181  0.259
S  0.87224  2.64547  0.25873  1.033
H  4.31503  -0.88560  4.26471  0.322
H  -1.03966  1.16743  -5.69811  0.290
S  -0.83038  -0.17259  4.12592  -0.511
H  0.41189  -3.96247  4.34658  0.284
H  -0.13660  -0.74642  -3.44451  0.266
C  -0.50814  -5.78193  1.11593  -1.019
C  3.40483  -1.49613  4.39375  -0.474
H  3.04605  -1.47011  -1.48677  0.333
H  -1.05992  0.75197  -3.03878  0.197
H  1.85366  -0.49174  0.49352  0.212
H  2.69533  2.53669  -5.95104  0.247
H  4.00599  4.73532  -4.30974  0.247
H  2.31456  4.75592  -4.81475  0.134
C  -0.89022  -0.00484  -3.81195  -0.944
C  1.69461  -1.50979  0.18338  -0.315
C  2.25890  -3.46776  5.29065  -0.610
H  -1.12783  3.72921  -2.69790  0.295
H  3.63601  4.76999  -6.07271  0.336
H  -2.06523  5.42230  -4.25202  0.438
C  0.42799  -3.56276  0.41057  0.644
C  -5.73679  2.71936  2.27854  -0.164
C  3.29315  4.34020  -5.08743  -0.761
H  -1.38982  3.99177  -5.11871  0.171
H  2.22817  -4.24546  6.06524  0.345
H  4.23875  2.44241  -5.11914  0.293
H  -4.73290  0.52513  1.14184  0.500
O  2.07490  3.42691  0.24034  -0.503
C  3.25455  2.87812  -5.11137  -0.262
H  -1.73305  -0.58756  -4.13726  0.422
C  2.25444  -1.13059  3.75013  0.303
C  2.28445  -2.02609  -0.94079  -0.552
C  1.96007  -3.28576  -1.44057  -0.890
C  -2.27589  -5.65742  2.76238  -0.823
C  -0.42268  -4.39557  1.28905  0.864
N  -1.05701  -3.72527  2.27233  0.266
Br  4.89044  -3.26485  6.13373  -0.302
C  0.75065  -2.22725  0.88077  1.201
H  2.57879  -3.76512  -2.21033  0.312
C  -0.31454  0.73770  -5.02872  -0.258
H  -1.56817  -7.50517  1.88927  0.424
N  -6.69391  3.21657  1.86606  -0.600
C  -1.97867  -4.34294  2.99791  -0.407
C  -1.45701  -6.43516  1.92449  -0.491
N  -4.48581  4.63920  4.91119  -0.598
O  0.83921  1.77811  -2.15304  -0.109
O  -0.32930  3.38609  -0.01697  -0.470
H  0.41566  0.14868  -5.58471  0.257
C  -4.12792  3.75196  4.29870  -0.045
Tc  -0.31208  -1.83499  2.48530  -0.798
C  1.18601  -2.06327  3.68194  0.388
H  2.16372  -0.14347  3.20473  0.157
C  -2.37642  2.07367  3.83098  -0.907
H  -2.49915  -3.75063  3.76481  0.356
C  -2.81259  0.31163  2.19975  0.683
H  0.79884  -5.04448  -1.10636  0.289
H  -0.52554  5.61374  -5.11858  0.239
O  0.86700  4.05928  -3.42844  -0.300
C  -3.60221  2.66778  3.54032  0.521
C  -1.15303  4.88280  -4.49778  -1.065
C  1.22499  -3.25238  4.42864  -0.508
H  -3.04125  -6.16929  3.37965  0.259
C  -2.01587  0.81105  3.30621  0.289

The value obtained for the HOMO energy (alpha / beta) is 0.9507 / -0.8090 eV. The calculation puts the LUMO energy (alpha / beta) at 3.34 / 3.34 eV. The spin multiplicity is 4. As for the expectation value of S²: 3.79. For the relative energy (zero: lowest compared OMol25 entry of this formula, charge and spin), the calculation gives 135.1 kJ/mol. The net charge is -2.



Molecular formula: C46H44AsCdN2O3
Method: DFT, wB97M-V/def2-TZVPD

Last column: Mulliken charge in e.
CARTESIAN COORDINATES (ANGSTROEM)
C  -1.29345  -2.08689  -1.39682  -0.302
H  -6.98985  -2.11093  -1.99009  0.385
H  1.04378  -3.64109  -3.35112  0.426
H  4.49458  1.02862  2.76902  0.319
H  -1.67428  7.51707  -1.97218  0.359
C  -1.39743  6.49375  -1.75020  -1.322
H  -0.39720  2.77536  1.67696  -0.092
H  -4.29562  -3.95310  4.32068  0.384
C  3.36785  0.64310  4.53254  -0.727
C  -4.12314  1.92291  2.08781  0.747
C  -2.21876  -3.15748  -1.36492  -0.556
C  3.10280  -0.40842  -2.11962  -1.069
C  1.15326  0.26730  2.76499  0.250
C  -1.63472  5.47465  -2.65683  -0.954
O  -0.31860  2.55897  -0.95652  0.490
C  -5.19991  2.55511  1.47547  -0.370
Cd  -0.24060  0.65664  -0.00620  5.037
H  -2.02062  3.65680  -4.30606  0.745
C  -0.81398  -4.54181  -2.76182  -0.630
C  -4.25544  -1.70711  1.78767  0.581
H  -0.55960  6.95988  0.15630  0.362
C  -0.77610  6.16957  -0.55628  -0.969
O  0.11007  0.10995  2.03313  -1.318
C  -2.60249  2.08076  -2.98736  -1.701
H  0.05576  1.74371  -3.20606  0.186
H  -1.95984  -0.39049  3.90604  -0.138
H  2.33213  4.02545  1.71957  0.429
C  -3.85125  2.21273  3.42218  -0.205
C  1.04255  0.12333  4.17992  -0.715
C  -6.01121  3.42724  2.18780  -0.648
N  2.02480  0.68269  -0.14504  0.262
C  -5.80393  -2.01942  -0.21064  -0.364
H  0.06800  -0.14265  4.56749  0.237
C  -3.29219  -0.82538  2.29308  -0.039
C  3.52163  0.77052  3.17581  -0.759
C  2.46133  0.58340  2.26916  0.639
C  0.36547  4.69250  1.06726  0.553
H  -2.71885  -5.13704  -1.96917  0.434
H  -6.37894  4.36812  4.08160  0.360
H  -2.99694  1.75350  3.90593  0.311
H  -2.27610  1.63559  -2.04776  -0.135
C  -6.25801  -1.54185  -1.43005  -0.877
C  -4.35582  -0.10105  -0.01291  -0.267
C  -4.65641  3.08686  4.13549  -0.736
H  -0.63901  -5.48080  -3.27128  0.358
C  -0.67108  3.80723  -1.15158  -0.165
C  -0.10795  -2.30402  -2.16658  -0.128
C  0.11313  -3.52260  -2.80844  -0.454
H  -2.09733  5.70996  -3.61084  0.369
H  -6.18394  -2.96113  0.16680  0.366
C  0.90399  -1.25806  -2.18068  1.348
H  1.96688  0.17504  6.09683  0.427
H  2.34279  4.96534  0.21078  0.422
H  0.24064  3.73039  3.00781  0.491
C  -4.01856  -3.07207  3.75493  -0.757
H  -1.33526  4.13908  2.29297  0.416
C  -3.08658  -2.17924  4.26721  -0.765
C  -5.77026  -0.34671  -1.93970  -0.887
H  -0.54088  1.84135  -4.86741  0.491
C  2.79200  0.74661  0.87791  -0.397
C  -4.59649  -2.84178  2.51664  -0.659
C  2.65070  0.90328  -1.44429  -0.953
H  1.76807  3.29012  0.20946  -0.097
H  -2.64647  -2.35555  5.24095  0.421
C  -1.57969  3.12163  -3.45847  0.466
H  0.50487  -0.24617  -2.05714  -0.691
C  -5.74576  3.68983  3.52314  -0.511
C  -0.31543  2.42299  -3.96949  -1.867
C  -2.71359  -1.06650  3.52687  -0.034
H  -5.40973  2.36203  0.43095  0.264
C  -4.82083  0.37346  -1.22787  -0.017
H  3.54782  1.52614  -1.34156  0.710
C  -0.40234  4.87060  -0.23410  0.369
C  -0.32886  3.77763  2.07545  -1.473
As  -2.94532  0.66437  1.08926  1.010
O  -1.52808  -0.99941  -0.71111  -0.543
N  2.14479  -1.47253  -2.29194  -0.683
C  -1.28852  4.15949  -2.38825  0.534
H  3.52925  -0.16459  -3.09927  0.452
H  -4.42871  1.29879  -1.63172  0.333
C  1.79578  4.21480  0.78516  -1.435
H  -3.58008  2.54665  -2.84518  0.586
C  2.10345  0.29657  5.02826  -0.550
H  1.94746  1.44027  -2.08063  0.027
H  -5.31626  -3.54588  2.11714  0.354
H  4.20354  0.80838  5.19961  0.382
C  -4.84515  -1.30741  0.50170  0.208
H  -4.43358  3.30094  5.17394  0.393
H  0.43296  5.68186  1.53147  0.638
H  3.85159  0.97911  0.70130  0.231
H  -6.11446  0.01442  -2.90086  0.427
H  -6.85334  3.90161  1.69886  0.399
H  0.46681  3.14629  -4.20735  0.330
H  3.91113  -0.83399  -1.51473  0.336
H  -3.11641  -3.03751  -0.77425  0.234
C  -1.98560  -4.33962  -2.02962  -0.651
H  -2.70946  1.28191  -3.72628  0.323

The value obtained for the HOMO energy is -4.6740 eV. The calculation puts the LUMO energy at 2.66 eV. The net charge is -1.